No. 1
Here is a structure of composition H4N3OPS in a non-equilibrium geometry from the Open Molecules 2025 dataset. Energies are from wB97M-V/def2-TZVPD.

The geometry in XYZ format:
```
10
H4N3OPS wB97M-V/def2-TZVPD
N -1.407 0.836 -0.575
N 0.083 -0.687 -1.317
N 0.703 -0.266 1.763
O 1.145 1.774 -0.681
P 0.254 0.695 -0.311
S -1.627 -0.833 -1.018
H -2.086 1.299 0.009
H 0.650 -1.519 -1.225
H 1.691 -0.045 1.796
H 0.594 -1.256 1.559
```

## Properties
E_HOMO: -8.64 eV
frontier orbital gap: 8.50 eV
multiplicity: 1
total energy: -26705.319 eV

No. 2
Here is an isolated molecule of H4N3P3 in a non-equilibrium geometry from the Open Molecules 2025 dataset. Energies are from wB97M-V/def2-TZVPD.

The geometry in XYZ format:
```
10
H4N3P3 wB97M-V/def2-TZVPD
N -1.957 0.797 -0.011
N -0.795 -1.535 0.188
N 0.753 0.582 -0.351
P -2.276 -0.723 -0.041
P -0.574 1.570 0.448
P 0.853 -0.989 0.363
H -0.883 -2.468 0.043
H 0.439 0.507 -1.311
H -0.698 2.517 -0.809
H 0.693 -0.401 1.561
```

## Properties
E_HOMO: -8.81 eV
frontier orbital gap: 8.66 eV
multiplicity: 1
total energy: -32401.578 eV